Formula: C50H47ClN5P2S2ScSi
Source: the OMol25 dataset
Level of theory: wB97M-V/def2-TZVPD

relative energy (zero: lowest compared OMol25 entry of this formula, charge and spin) = 40.77 kcal/mol
electronic energy = -5197.02129 Eh
highest occupied orbital energy = -1.744 eV
maximum force = 0.022 hartree/bohr

```
! RIJCOSX wB97M-V def2-TZVPD def2/J DEFGRID3
* xyz -2 1
Sc 0.079 0.239 -0.145
C 0.426 -3.088 0.490
P 1.667 -1.934 -0.244
C 3.195 -2.881 -0.644
C 4.351 -2.133 -0.861
C 5.554 -2.759 -1.128
C 5.621 -4.144 -1.170
C 4.471 -4.891 -0.981
C 3.261 -4.266 -0.725
C 2.531 -1.510 1.457
C 2.758 -0.159 1.694
C 3.433 0.283 2.815
C 3.866 -0.637 3.754
C 3.652 -1.988 3.537
C 3.015 -2.423 2.388
C -0.136 -2.421 1.699
C -0.509 -3.018 2.883
C -0.800 -1.974 3.778
C -0.583 -0.801 3.085
C -0.603 0.577 3.684
P -0.039 1.790 2.400
C 0.991 2.950 3.371
C 1.097 4.257 2.897
C 1.899 5.181 3.538
C 2.619 4.820 4.666
C 2.534 3.520 5.135
C 1.745 2.589 4.484
C -1.522 2.879 2.291
C -2.080 3.438 3.438
C -3.189 4.259 3.352
C -3.753 4.525 2.114
C -3.194 3.989 0.968
C -2.084 3.167 1.054
N -0.194 -1.058 1.797
H 0.891 -4.039 0.771
H -0.340 -3.298 -0.264
H 4.292 -1.052 -0.828
H 6.444 -2.168 -1.306
H 6.567 -4.641 -1.354
H 4.513 -5.972 -1.037
H 2.369 -4.865 -0.599
H 2.420 0.562 0.947
H 3.626 1.338 2.950
H 4.380 -0.303 4.646
H 3.995 -2.710 4.269
H 2.891 -3.485 2.213
H -0.541 -4.076 3.074
H -1.118 -2.054 4.805
H 0.084 0.578 4.537
H -1.596 0.844 4.066
H 0.558 4.541 2.005
H 1.958 6.185 3.145
H 3.253 5.536 5.174
H 3.089 3.223 6.016
H 1.733 1.577 4.862
H -1.633 3.226 4.400
H -3.620 4.699 4.243
H -4.634 5.149 2.045
H -3.620 4.205 -0.002
H -1.651 2.751 0.152
S 0.751 2.834 -0.485
C 2.405 2.603 -0.950
S 2.850 1.070 -1.535
C 3.304 3.667 -0.881
C 2.941 4.915 -0.378
N 2.679 5.969 0.020
C 4.632 3.538 -1.291
N 5.738 3.492 -1.618
C -3.537 0.098 1.993
C -3.579 0.190 0.500
C -4.814 0.213 -0.124
C -4.858 0.253 -1.515
C -3.687 0.292 -2.214
C -2.444 0.292 -1.526
N -2.422 0.242 -0.163
N -1.247 0.334 -2.108
Si -1.086 0.500 -3.824
C 0.742 0.718 -4.271
C -1.989 2.049 -4.532
C -1.785 -1.029 -4.776
H -3.520 1.099 2.425
H -2.644 -0.437 2.304
H -4.414 -0.429 2.364
H -5.721 0.191 0.460
H -5.810 0.242 -2.033
H -3.688 0.306 -3.288
H 1.271 1.208 -3.460
H 0.852 1.331 -5.159
H 1.244 -0.224 -4.458
H -1.882 2.885 -3.848
H -3.052 1.896 -4.692
H -1.558 2.347 -5.483
H -1.032 -1.804 -4.882
H -2.122 -0.753 -5.772
H -2.630 -1.478 -4.262
Cl -1.524 -7.618 -3.459
C -0.781 -6.064 -3.170
C 0.587 -5.919 -3.331
C 1.167 -4.692 -3.093
C 0.412 -3.584 -2.668
C 1.012 -2.333 -2.288
C -0.982 -3.771 -2.560
C -1.575 -4.987 -2.808
H 1.179 -6.760 -3.667
H 2.234 -4.578 -3.219
H 0.305 -1.498 -2.358
H 1.933 -2.103 -2.825
H -1.597 -2.925 -2.285
H -2.646 -5.107 -2.732
*
```


Formula: C11H24N3O
Source: the OMol25 dataset
Level of theory: wB97M-V/def2-TZVPD

relative energy (zero: lowest compared OMol25 entry of this formula, charge and spin) = 68.15 kcal/mol
electronic energy = -672.66130 Eh
highest occupied orbital energy = -11.912 eV
maximum force = 0.091 hartree/bohr
structure (SMILES) = CCC/C=C(\CCCC)NC(=[NH2+])N(C)O

```
! RIJCOSX wB97M-V def2-TZVPD def2/J DEFGRID3
* xyz 1 1
C -4.230 -1.213 1.476
C -2.825 -0.557 1.273
C -2.067 -0.927 -0.019
C -0.931 0.074 -0.299
C 0.406 -0.134 -0.091
C 0.912 -1.517 0.060
C 2.078 -1.875 -0.922
C 1.556 -2.210 -2.304
C 2.616 -2.220 -3.356
N 1.314 0.971 0.005
C 1.212 2.219 0.401
N 1.894 3.143 -0.289
N 0.391 2.443 1.418
C 0.316 3.639 2.230
O -0.297 1.398 1.991
H -4.969 -0.968 0.667
H -4.800 -0.794 2.339
H -4.208 -2.273 1.662
H -2.295 -0.934 2.110
H -2.812 0.513 1.326
H -1.717 -1.947 -0.065
H -2.791 -0.735 -0.714
H -1.361 1.070 -0.336
H 1.186 -1.532 1.158
H -0.001 -2.126 0.007
H 2.431 -2.853 -0.458
H 2.781 -1.058 -0.822
H 1.107 -3.225 -2.157
H 0.837 -1.429 -2.639
H 2.679 -1.184 -3.806
H 2.228 -2.844 -4.061
H 3.587 -2.681 -3.091
H 1.969 0.762 -0.791
H 2.158 2.950 -1.216
H 1.906 4.184 -0.199
H -0.479 3.585 2.925
H -0.105 4.538 1.581
H 1.323 3.875 2.538
H -1.002 1.873 2.469
*
```


Formula: C10H19O3P
Source: the OMol25 dataset
Level of theory: wB97M-V/def2-TZVPD

relative energy (zero: lowest compared OMol25 entry of this formula, charge and spin) = 0.00 kcal/mol
electronic energy = -959.50593 Eh
highest occupied orbital energy = -9.670 eV
maximum force = 0.027 hartree/bohr
structure (SMILES) = COP(=O)(OC)C1=C[C@@]1(C)C(C)(C)C

```
! RIJCOSX wB97M-V def2-TZVPD def2/J DEFGRID3
* xyz 0 1
C -1.826 1.567 2.540
O -0.919 1.656 1.456
P -1.498 1.805 -0.053
O -2.951 1.763 -0.143
O -0.916 3.210 -0.561
C 0.467 3.496 -0.463
C -0.583 0.557 -0.934
C 0.060 0.179 -2.009
C -0.212 -0.906 -1.014
C -1.319 -1.891 -1.343
C 0.933 -1.422 -0.130
C 1.976 -0.318 0.067
C 1.603 -2.628 -0.798
C 0.395 -1.820 1.249
H -1.650 0.627 3.067
H -2.854 1.598 2.176
H -1.651 2.403 3.218
H 0.595 4.524 -0.800
H 1.048 2.824 -1.097
H 0.811 3.400 0.568
H 0.472 0.437 -2.955
H -1.712 -2.357 -0.444
H -0.961 -2.671 -2.013
H -2.135 -1.366 -1.834
H 2.793 -0.683 0.685
H 1.528 0.543 0.560
H 2.386 0.004 -0.889
H 2.472 -2.940 -0.223
H 0.919 -3.469 -0.860
H 1.931 -2.371 -1.803
H 1.218 -2.089 1.908
H -0.274 -2.673 1.183
H -0.144 -0.986 1.691
*
```


Formula: C34H26F3O4S
Source: the OMol25 dataset
Level of theory: wB97M-V/def2-TZVPD

electronic energy = -2309.96035 Eh
highest occupied orbital energy = -3.198 eV
maximum force = 0.055 hartree/bohr

```
! RIJCOSX wB97M-V def2-TZVPD def2/J DEFGRID3
* xyz -1 1
C -3.437 -3.321 4.205
O -3.336 -1.949 4.659
C -2.527 -1.102 3.971
C -2.485 0.247 4.410
C -1.711 1.165 3.748
C -0.988 0.807 2.571
C -0.283 1.780 1.810
C -0.276 1.840 0.404
C 0.559 2.786 -0.278
C 0.441 3.046 -1.616
C 1.290 4.041 -2.294
C 2.665 4.108 -1.985
C 3.487 5.051 -2.605
C 2.952 5.971 -3.516
C 1.585 5.917 -3.820
C 0.766 4.954 -3.231
C -0.564 2.309 -2.430
O -0.724 2.547 -3.637
C -1.323 1.238 -1.740
C -2.254 0.396 -2.510
C -2.317 -0.989 -2.241
C -3.210 -1.809 -2.931
C -4.098 -1.261 -3.865
C -4.059 0.116 -4.121
C -3.133 0.932 -3.470
C -1.161 1.045 -0.394
C -0.998 -0.561 2.178
C -1.752 -1.500 2.853
H -4.144 -3.767 4.906
H -3.828 -3.379 3.178
H -2.465 -3.837 4.262
H -3.094 0.517 5.269
H -1.690 2.205 4.075
H 0.198 2.600 2.343
H 1.283 3.350 0.318
H 3.078 3.385 -1.275
H 4.551 5.069 -2.369
H 3.592 6.725 -3.981
H 1.149 6.628 -4.521
H -0.289 4.900 -3.497
H -1.634 -1.418 -1.505
H -3.215 -2.880 -2.727
H -4.815 -1.901 -4.383
H -4.752 0.562 -4.833
H -3.086 1.998 -3.694
H -1.800 0.311 0.099
H -0.396 -0.876 1.323
H -1.767 -2.538 2.513
F 2.744 -1.048 -3.326
C 2.051 -1.743 -2.410
F 0.844 -1.124 -2.225
F 1.812 -2.993 -2.866
S 3.010 -1.745 -0.806
C 1.925 -2.627 0.210
C 2.271 -3.026 1.515
C 1.372 -3.812 2.317
C 1.711 -4.179 3.613
C 2.946 -3.805 4.159
C 3.839 -3.052 3.385
C 3.525 -2.663 2.092
O 4.214 -2.484 -1.118
O 3.068 -0.342 -0.441
H 1.017 -2.988 -0.268
H 0.420 -4.116 1.868
H 1.010 -4.765 4.210
H 3.207 -4.098 5.174
H 4.800 -2.766 3.806
H 4.232 -2.086 1.489
*
```


Formula: C4H8NO
Source: the OMol25 dataset
Level of theory: wB97M-V/def2-TZVPD

relative energy (zero: lowest compared OMol25 entry of this formula, charge and spin) = 13.08 kcal/mol
electronic energy = -287.11736 Eh
highest occupied orbital energy = -2.773 eV
maximum force = 0.036 hartree/bohr

```
! RIJCOSX wB97M-V def2-TZVPD def2/J DEFGRID3
* xyz -1 1
C -0.801 0.549 -1.325
C -2.034 0.496 -1.814
C 0.669 -1.168 -1.041
N 0.226 -0.285 -1.846
H -0.481 1.263 -0.575
H -2.412 -0.335 -2.395
H -2.714 1.276 -1.502
H 0.679 -0.926 0.085
H 1.239 -2.000 -1.478
C 1.125 0.226 2.388
O 0.234 0.028 1.374
H 0.813 1.006 3.119
H 1.329 -0.700 2.977
H 2.129 0.570 2.033
*
```


Formula: CH4O4P2
Source: the OMol25 dataset
Level of theory: wB97M-V/def2-TZVPD

relative energy (zero: lowest compared OMol25 entry of this formula, charge and spin) = 25.63 kcal/mol
electronic energy = -1024.21557 Eh
highest occupied orbital energy = 1.042 eV
maximum force = 0.085 hartree/bohr

```
! RIJCOSX wB97M-V def2-TZVPD def2/J DEFGRID3
* xyz -2 1
C -0.125 -0.710 0.499
O -2.889 -0.762 -0.200
O 1.371 1.465 -0.213
O 2.631 -0.655 0.390
O -1.466 1.408 -0.686
P -1.905 0.199 0.429
P 1.422 -0.037 -0.279
H -0.304 -1.818 0.151
H 0.487 -0.608 1.797
H -0.667 1.833 -0.262
H 1.444 -0.316 -1.626
*
```


no.,LUMO energy (eV),orbital gap (eV)
1,3.9378,5.68
2,-2.7909,9.12
3,0.7404,10.41
4,1.1305,4.33
5,4.3996,7.17
6,7.2378,6.20